Density functional theory data (the ωB97M-V functional and the def2-TZVPD basis) for a structure of composition C8H16O16S4 at a distorted geometry.

## Properties
HOMO-LUMO gap in eV: 11.321
ΔE to the lowest compared entry with this formula, charge and spin in kJ/mol: 21.7
Spin multiplicity: 1
E_HOMO in eV: -11.33
Charge: 0

The geometry in XYZ format:
```
44
C8H16O16S4 (the ωB97M-V functional and the def2-TZVPD basis)
O 19.851 -13.812 -15.529
O 14.796 -9.773 -13.108
O 17.519 -16.859 -20.124
C 18.645 -10.867 -16.416
C 18.269 -15.178 -18.662
S 20.381 -12.578 -15.928
O 16.349 -8.393 -11.815
O 13.967 -7.894 -11.791
H 17.734 -11.441 -16.620
H 17.909 -14.147 -18.694
H 16.631 -17.476 -14.259
H 17.032 -16.915 -18.174
H 14.614 -8.552 -15.602
C 16.132 -16.783 -14.933
O 16.768 -13.508 -16.146
O 19.148 -15.260 -19.822
H 16.165 -15.628 -19.053
H 20.285 -10.283 -17.750
O 19.374 -11.464 -15.372
S 15.100 -8.361 -12.462
C 15.461 -8.538 -14.913
C 19.491 -11.025 -17.672
H 15.684 -17.245 -15.809
C 17.108 -16.160 -18.954
C 15.159 -15.950 -14.092
H 18.365 -9.835 -16.225
O 17.314 -13.931 -13.806
O 19.127 -16.499 -21.926
O 17.089 -15.813 -15.401
H 16.713 -10.006 -13.932
H 18.919 -11.136 -18.586
H 15.331 -10.726 -14.843
O 17.393 -14.803 -21.485
O 15.142 -14.682 -14.742
H 18.884 -15.267 -17.773
O 21.734 -12.280 -15.675
S 16.672 -14.324 -14.996
S 18.294 -15.800 -21.036
O 20.092 -12.323 -17.473
H 16.301 -8.228 -15.540
H 14.194 -16.435 -13.987
O 15.245 -7.600 -13.863
H 15.605 -15.827 -13.102
C 15.672 -9.892 -14.239
```

Density functional theory data (the ωB97M-V functional and the def2-TZVPD basis) for the molecule C5H10ClP at a distorted geometry.

## Properties
HOMO-LUMO gap in eV: 9.533
ΔE to the lowest compared entry with this formula, charge and spin in kJ/mol: 142.7
Spin multiplicity: 1
E_HOMO in eV: -8.84
SMILES string: C/P=C(\Cl)C(C)C
Charge: 0

The geometry in XYZ format:
```
17
C5H10ClP (the ωB97M-V functional and the def2-TZVPD basis)
H 3.696 -0.758 0.791
H -1.957 0.980 -1.197
H -0.892 2.088 -0.190
H 3.853 -0.834 -0.880
C -1.689 1.356 -0.144
C -1.220 0.009 0.532
Cl 1.138 1.659 0.981
H 3.381 0.693 0.116
C 0.662 0.140 0.452
H -2.593 1.760 0.416
C 3.286 -0.374 -0.104
P 1.563 -1.024 -0.253
H -1.453 -1.219 -1.489
H -1.769 -2.182 0.106
H -1.475 -0.061 1.534
C -1.730 -1.139 -0.369
H -2.798 -1.094 -0.302
```

Density functional theory data (the ωB97M-V functional and the def2-TZVPD basis) for the molecule C5H8BF3O5S at a distorted geometry.

## Properties
HOMO-LUMO gap in eV: 10.231
Spin multiplicity: 1
E_HOMO in eV: -11.16
SMILES string: CCB(O)[C@H]1OS(=O)(=O)O[C@H]1C(F)(F)F
Charge: 0

The geometry in XYZ format:
```
23
C5H8BF3O5S (the ωB97M-V functional and the def2-TZVPD basis)
O -4.192 -0.009 1.493
H -0.645 0.683 -1.792
O 1.154 -2.544 0.419
H -1.200 -1.561 -0.908
C -0.916 2.057 0.135
F -0.538 1.758 1.554
F 0.096 2.990 -0.463
H 1.643 0.972 -0.755
C 3.215 0.061 0.623
H 0.936 -3.144 -0.373
H 4.221 0.172 -0.010
C 2.009 -0.109 -0.491
H 2.496 -0.538 -1.493
O -3.953 -1.551 -0.482
C -0.780 -0.771 -0.117
S -3.169 -0.558 0.445
F -2.211 2.834 0.122
H 3.136 1.048 1.266
B 0.824 -1.162 -0.052
O -1.633 -1.084 1.056
H 3.368 -0.880 1.304
O -2.681 0.629 -0.727
C -1.182 0.705 -0.753
```

Density functional theory data (the ωB97M-V functional and the def2-TZVPD basis) for a cluster of 2 separate species, C3H2F2O2 in total at a distorted geometry.

## Properties
HOMO-LUMO gap in eV: 9.276
ΔE to the lowest compared entry with this formula, charge and spin in kJ/mol: 205.3
Spin multiplicity: 1
E_HOMO in eV: -9.45
SMILES string: O=C=CF.O=CF
Charge: 0

The geometry in XYZ format:
```
9
C3H2F2O2 (the ωB97M-V functional and the def2-TZVPD basis)
C -2.822 0.414 0.127
C 1.851 -0.996 0.021
F 1.695 -0.593 -1.268
F -2.040 -1.789 -0.264
C -2.102 -0.615 0.515
H -1.542 -0.745 1.445
H 1.890 -2.082 0.191
O -3.401 1.329 -0.271
O 1.667 -0.310 0.952
```

Density functional theory data (the ωB97M-V functional and the def2-TZVPD basis) for a cluster of 9 separate species, C48H45N9O6 in total at a distorted geometry.

## Properties
HOMO-LUMO gap (alpha / beta) in eV: 2.204 / 5.608
Spin multiplicity: 2
<S²>: 0.77
E_HOMO (alpha / beta) in eV: -1.46 / -4.86
Charge: -1

The geometry in XYZ format:
```
108
C48H45N9O6 (the ωB97M-V functional and the def2-TZVPD basis)
C -6.806 -0.522 -0.061
C -8.145 0.949 1.784
C 3.681 -0.627 -5.008
C -4.003 3.328 4.184
H 5.251 -0.724 5.001
C 2.790 4.776 -5.095
H -3.445 1.040 -1.510
H 6.531 -0.818 -7.531
C -0.571 -0.256 0.633
H -8.614 -1.188 -0.878
H -2.566 -2.007 -2.010
C -0.900 -3.366 -2.462
H 4.042 3.903 -3.628
H -1.702 4.715 6.351
H -2.043 -0.236 2.205
H 3.401 2.292 2.617
C -4.252 -1.917 3.085
C -3.414 -2.895 2.518
H -0.778 -3.928 -1.548
C 5.464 -1.558 1.171
C -3.121 2.404 3.589
C 6.898 -2.375 2.869
H -3.461 1.824 2.744
H 6.356 -4.281 3.689
C 3.094 3.810 -4.136
H -4.200 -0.876 2.803
C -5.159 -2.360 4.110
C -8.889 0.253 0.828
H 2.675 0.598 -6.259
O -3.960 5.951 6.691
C 3.501 -0.098 -6.271
H 7.142 -0.548 1.764
H 3.577 5.492 -5.282
C -2.120 4.008 5.650
H 3.096 -1.993 4.983
C -1.293 0.557 -1.578
C 6.588 -1.446 1.993
C 5.937 -1.314 -5.612
C 3.334 1.375 3.185
C 3.123 -1.008 4.543
C -3.562 -4.194 2.880
H 0.030 2.468 -3.818
H 0.083 -0.736 1.346
N 1.111 -0.232 -1.302
C -0.057 -3.700 -3.565
N -5.276 -3.631 4.436
C 4.363 -0.352 4.512
C -0.904 -1.803 -4.818
C -4.557 -4.563 3.665
H -0.331 2.919 5.519
O -5.314 5.484 5.162
N 4.879 -3.512 2.393
C 6.079 -3.463 3.041
H 0.711 -4.440 -3.393
C -1.353 2.937 5.173
H 1.292 5.603 -6.435
H 5.035 -1.814 -3.754
H 0.846 -2.983 -5.416
H -3.777 0.699 0.614
H -2.670 -2.636 1.779
H 2.961 -0.474 -4.217
N 2.013 -0.540 3.963
O 1.326 0.138 -2.462
H -6.076 1.376 2.416
C -1.930 -2.393 -2.793
C 0.056 -2.879 -4.688
N -1.907 -1.701 -3.943
H 5.436 1.283 3.806
C -8.204 -0.520 -0.135
C 4.470 -0.190 -7.230
H -0.959 -1.011 -5.550
C 4.462 0.818 3.847
C -6.739 0.844 1.750
N 2.087 2.965 -3.660
C 4.887 -1.336 -4.712
H -5.002 3.511 3.816
C -0.284 0.009 -0.740
N -4.238 5.234 5.763
C 5.655 -0.808 -6.899
C -2.531 0.701 -1.044
H -4.580 -5.563 4.071
H 7.870 -2.355 3.340
H -0.376 4.080 -5.633
O 7.439 -2.399 -4.220
C -1.877 2.134 4.196
O 8.217 -1.387 -5.962
N 7.311 -1.719 -5.203
C -3.414 4.194 5.225
H -0.988 0.901 -2.555
H -6.148 -1.009 -0.765
C 4.544 -2.574 1.471
H -8.405 1.603 2.603
O 1.965 -0.812 -0.643
H -2.781 -4.841 2.509
N -6.054 0.193 0.818
C -1.843 0.028 1.177
C 0.591 4.071 -5.153
H 4.564 0.502 -8.055
H -1.202 1.427 3.738
C -2.783 0.423 0.296
H 5.181 -0.710 0.565
H 3.654 -2.553 0.860
C 1.521 4.807 -5.741
H -5.867 -1.772 4.675
H 1.214 1.084 3.126
C 0.842 3.071 -4.198
H -9.934 0.479 0.677
C 2.192 0.686 3.354
```